No. 1
C28H17F12N4OW | ωB97M-V with the def2-TZVPD basis set

For the HOMO energy, the calculation gives -0.1103 Ha. For the largest force on an atom, the calculation gives 1.322 eV/Å. For the total energy, the calculation gives -71756.89543 eV. As for the frontier orbital gap: 5.51 eV.

```
! wB97M-V def2-TZVPD RIJCOSX def2/J DEFGRID3
* xyz -1 1
W -0.433 1.109 -0.538
C -2.323 1.641 2.283
N -1.854 2.190 1.009
C -3.003 2.339 0.092
C -3.483 0.944 -0.295
N -2.338 0.130 -0.722
C -2.645 -1.142 -1.147
C -2.206 -1.640 -2.389
F -1.577 -0.839 -3.246
C -2.454 -2.935 -2.806
F -2.032 -3.345 -4.009
C -3.189 -3.802 -2.015
F -3.446 -5.054 -2.423
C -3.658 -3.350 -0.799
F -4.346 -4.179 0.003
C -3.375 -2.062 -0.385
F -3.772 -1.717 0.860
C -1.075 3.419 1.263
C 0.331 3.015 1.693
N 0.851 2.109 0.690
C 2.184 1.730 0.852
C 2.655 1.006 1.950
F 1.825 0.734 2.973
C 3.951 0.534 2.039
F 4.345 -0.170 3.112
C 4.843 0.777 1.013
F 6.102 0.322 1.089
C 4.427 1.512 -0.082
F 5.293 1.782 -1.065
C 3.130 1.990 -0.143
F 2.791 2.724 -1.203
H -3.086 2.302 2.717
H -1.498 1.567 2.988
H -2.760 0.656 2.144
H -2.652 2.886 -0.781
H -3.821 2.885 0.584
H -4.222 1.053 -1.102
H -4.025 0.522 0.559
H -1.543 4.031 2.045
H -1.021 3.971 0.325
H 0.306 2.569 2.696
H 0.939 3.928 1.769
F 2.726 0.168 -4.849
C 2.338 -0.240 -3.611
C 1.402 0.464 -2.929
C 0.979 0.050 -1.632
C 1.602 -1.125 -1.099
C 2.553 -1.807 -1.880
F 3.144 -2.943 -1.409
C 2.950 -1.403 -3.120
C 1.148 -1.536 0.205
C 1.605 -2.662 0.927
C 1.080 -2.962 2.156
C 0.080 -2.138 2.685
C -0.310 -1.057 1.942
N 0.188 -0.730 0.737
H 0.964 1.347 -3.374
H 3.688 -1.947 -3.690
H 2.370 -3.287 0.500
H 1.433 -3.826 2.704
H -0.370 -2.329 3.649
H -1.075 -0.404 2.329
O -0.630 2.224 -1.836
*
```

Atom charges from the Löwdin analysis, given in e for atoms 1 to 4: W 1.544; C -0.078; N -0.297; C -0.200

***

No. 2
C28H17FNO8S2 | ωB97M-V with the def2-TZVPD basis set

For the HOMO energy, the calculation gives -0.4251 Ha. For the largest force on an atom, the calculation gives 0.904 eV/Å. For the total energy, the calculation gives -71558.49987 eV. As for the frontier orbital gap: 5.05 eV.

```
! wB97M-V def2-TZVPD RIJCOSX def2/J DEFGRID3
* xyz 1 1
O 0.667 -2.247 1.820
N 1.170 -1.384 1.387
O 0.521 0.181 2.094
S 0.498 0.312 3.617
S 2.187 1.668 3.988
O 1.745 2.670 4.875
O 2.749 1.827 2.711
F 3.021 0.630 4.787
H -0.504 1.196 3.832
C -6.266 -5.240 4.276
C -7.391 -5.220 3.460
C -7.342 -4.607 2.219
C -6.168 -4.002 1.790
C -5.041 -4.006 2.619
C -5.093 -4.634 3.858
C -3.786 -3.332 2.203
O -2.792 -3.322 2.906
C -3.779 -2.644 0.878
C -2.630 -1.972 0.496
C -2.567 -1.323 -0.724
C -3.668 -1.356 -1.576
C -4.821 -2.026 -1.199
C -4.883 -2.667 0.033
C -6.142 -3.363 0.441
O -7.098 -3.398 -0.298
H -6.306 -5.727 5.241
H -8.308 -5.686 3.794
H -8.208 -4.588 1.572
H -4.211 -4.640 4.484
H -1.796 -1.979 1.185
H -1.670 -0.795 -1.023
H -3.625 -0.857 -2.535
H -5.684 -2.058 -1.850
C 1.472 2.941 -4.794
C 2.428 3.429 -5.677
C 3.732 3.622 -5.253
C 4.083 3.338 -3.940
C 3.119 2.865 -3.047
C 1.815 2.661 -3.483
C 3.458 2.590 -1.623
O 2.626 2.167 -0.843
C 4.859 2.855 -1.184
C 5.187 2.658 0.151
C 6.482 2.878 0.589
C 7.458 3.292 -0.311
C 7.135 3.497 -1.642
C 5.834 3.287 -2.082
C 5.501 3.541 -3.516
O 6.348 3.901 -4.301
H 0.456 2.785 -5.132
H 2.155 3.657 -6.699
H 4.489 3.996 -5.929
H 1.080 2.286 -2.784
H 4.416 2.333 0.834
H 6.736 2.729 1.630
H 8.471 3.460 0.028
H 7.882 3.824 -2.353
*
```

Atom charges from the Löwdin analysis, given in e for atoms 1 to 4: O 0.288; N 0.280; O -0.567; S 0.991

***

No. 3
C28H17N7O8S2SeW | ωB97M-V with the def2-TZVPD basis set

For the HOMO energy (spin up / spin down), the calculation gives -0.3056 / -0.3056 Ha. For the largest force on an atom, the calculation gives 1.762 eV/Å. For the total energy, the calculation gives -144959.65619 eV. As for the frontier orbital gap (spin up / spin down): 5.63 / 5.63 eV.

```
! wB97M-V def2-TZVPD RIJCOSX def2/J DEFGRID3
* xyz 0 1
W 10.999 9.588 12.166
O 10.569 10.908 10.842
C 10.709 11.297 9.596
C 9.922 12.344 9.122
C 10.097 12.817 7.843
C 11.065 12.267 6.996
C 11.844 11.236 7.473
C 11.685 10.716 8.768
C 12.552 9.703 9.288
N 12.435 9.066 10.402
C 13.537 8.132 10.649
C 13.082 7.320 11.820
N 12.644 8.317 12.790
C 13.323 8.380 13.872
C 13.078 9.204 14.998
C 13.994 9.199 16.059
C 13.740 9.923 17.202
C 12.566 10.651 17.287
C 11.639 10.685 16.251
C 11.860 9.943 15.084
O 10.929 9.888 14.137
H 9.163 12.733 9.807
H 9.459 13.628 7.519
H 11.178 12.641 5.983
H 12.605 10.773 6.853
H 13.434 9.493 8.684
H 14.431 8.702 10.921
H 13.729 7.498 9.768
H 13.851 6.683 12.240
H 12.232 6.708 11.530
H 14.177 7.704 14.004
H 14.875 8.579 15.960
H 14.410 9.896 18.050
H 12.368 11.218 18.187
H 10.713 11.230 16.293
S 9.710 8.226 10.484
C 8.294 9.128 10.216
C 7.488 8.927 9.014
N 6.834 8.763 8.081
C 7.865 9.973 11.204
S 8.758 10.013 12.691
C 6.663 10.755 11.049
N 5.718 11.409 10.873
O 12.573 10.851 12.458
C 12.157 11.997 13.005
O 10.988 12.304 12.982
C 13.107 12.918 13.795
C 12.406 13.712 14.701
C 13.108 14.526 15.571
C 14.473 14.669 15.515
C 15.124 13.912 14.558
C 14.479 13.036 13.697
N 16.598 14.041 14.472
O 17.156 13.325 13.661
O 17.141 14.837 15.207
N 12.379 15.255 16.651
O 12.955 16.174 17.195
O 11.278 14.852 16.951
H 11.346 13.630 14.833
H 14.992 15.359 16.146
H 15.057 12.471 12.984
Se 9.898 7.286 13.374
C 11.316 6.238 13.963
N 12.115 5.452 14.266
*
```

Atom charges from the Löwdin analysis, given in e for atoms 1 to 4: W 1.445; O -0.341; C -0.304; C 0.021

***

No. 4
C28H18BrIrN3O5 | ωB97M-V with the def2-TZVPD basis set

For the HOMO energy, the calculation gives -0.1760 Ha. For the largest force on an atom, the calculation gives 2.199 eV/Å. For the total energy, the calculation gives -116919.54163 eV. As for the frontier orbital gap: 7.25 eV.

```
! wB97M-V def2-TZVPD RIJCOSX def2/J DEFGRID3
* xyz -1 1
Ir 0.106 0.334 -0.205
O 0.772 0.765 4.331
C 0.217 -0.404 4.692
C 0.165 -0.697 6.056
C -0.406 -1.872 6.500
C -0.929 -2.787 5.590
C -0.878 -2.506 4.238
C -0.307 -1.325 3.762
C -0.235 -1.068 2.301
O 0.287 0.055 1.910
N -0.693 -1.981 1.502
N -0.639 -1.600 0.182
C -0.732 -2.512 -0.704
C -0.665 -2.326 -2.137
C -0.616 -3.454 -2.963
C -0.479 -3.349 -4.330
C -0.365 -2.080 -4.904
C -0.414 -0.952 -4.113
C -0.606 -1.044 -2.723
O -0.816 0.030 -2.010
H 0.753 0.794 3.344
H 0.580 0.026 6.747
H -0.454 -2.073 7.563
H -1.374 -3.709 5.941
H -1.285 -3.196 3.512
H -0.799 -3.530 -0.323
H -0.679 -4.434 -2.499
H -0.448 -4.236 -4.949
H -0.241 -1.983 -5.976
H -0.344 0.042 -4.537
N -4.387 6.198 0.002
C -3.644 5.319 -0.028
C -2.718 4.218 -0.046
C -1.998 3.909 -1.199
C -1.124 2.835 -1.203
C -0.941 2.047 -0.067
C -1.663 2.375 1.086
C -2.542 3.444 1.103
H -2.142 4.507 -2.090
H -0.579 2.603 -2.110
H -1.538 1.783 1.985
H -3.107 3.679 1.997
Br 4.495 -2.679 -0.345
C 5.070 -0.885 -0.130
C 6.434 -0.717 0.073
C 6.968 0.550 0.231
C 6.137 1.659 0.193
C 4.780 1.485 -0.003
C 4.217 0.217 -0.173
C 2.715 0.164 -0.343
O 2.112 -0.917 -0.439
O 2.107 1.287 -0.364
H 7.073 -1.588 0.107
H 8.034 0.669 0.384
H 6.543 2.655 0.318
H 4.102 2.326 -0.028
*
```

Atom charges from the Löwdin analysis, given in e for atoms 1 to 4: Ir 1.459; O 0.061; C -0.266; C -0.025

***

> The lowest total energy belongs to which entry?

C28H17N7O8S2SeW

***

> Number 2 is which compound?

C28H17FNO8S2

***

> Among the records above, which one has the highest largest force on an atom?

C28H18BrIrN3O5

***

> What is the total energy in the third record?

-144959.65619 eV